72
Properties=species:S:1:pos:R:3:mulliken_charge:R:1 method="wB97M-V/def2-TZVPD" lumo_energy_ha=0.014 orbital_gap_ev=9.200 e_above_lowest_ev=0.474 energy_ev=-34675.1182 smiles=CC1(C)CCCC(C)(C)N1O.CC1(C)CCCC(C)(C)N1O.O.O.O.O
H 3.152 0.062 -3.082 0.509
C -3.581 2.419 3.407 -1.229
H -0.464 0.998 3.102 0.190
H 1.843 0.682 -2.069 0.063
H 3.556 -2.504 -2.020 0.152
O 1.947 0.027 0.577 0.257
H -0.493 -0.518 -2.468 0.124
O -2.961 2.441 -0.252 -0.449
H -1.825 0.069 3.109 0.591
H -2.474 3.274 -0.252 0.369
H 2.080 -0.532 1.364 0.204
O 4.932 -0.798 0.517 -0.633
H 2.458 -3.526 0.324 0.430
C -1.535 0.279 0.542 -2.650
H 1.734 0.783 -3.807 0.517
C 1.948 -4.397 -2.191 -1.820
H -0.342 -3.206 -3.933 0.304
H 0.926 -2.651 0.605 0.135
C -2.166 2.027 3.898 -0.734
C -2.745 4.350 2.022 -1.734
O 3.079 -1.854 -1.505 -0.194
H -5.409 3.973 2.217 0.464
H 3.025 -4.454 -2.091 0.345
H 2.509 -2.279 3.319 0.252
C -0.064 -1.160 -3.233 -1.167
H 1.196 -2.265 -4.998 0.344
C -0.651 -2.555 -3.085 -0.537
H -2.296 1.489 4.842 0.417
H -1.079 0.435 -0.460 0.122
H -0.817 -0.408 0.996 0.361
H 2.862 1.896 0.981 0.233
H 2.689 -2.661 -4.215 0.302
C 1.415 -3.423 0.007 -1.889
H -1.560 2.914 4.104 0.310
C 1.465 -1.253 -3.122 1.425
H 3.812 3.084 0.866 0.282
C -1.538 1.113 2.890 -1.195
H -4.120 1.445 3.269 0.399
H -4.125 3.063 4.116 0.433
H -1.731 -2.493 -3.116 0.461
H -0.249 -0.693 -4.204 0.412
O 2.123 -1.409 3.144 -0.535
H -0.622 2.837 0.025 0.445
H 1.614 -5.373 -1.792 0.433
H -2.494 -0.228 0.407 0.494
C -0.273 -3.249 -1.786 -1.202
N 1.690 -1.901 -1.786 1.789
H -0.217 3.222 1.745 0.305
H 0.929 -4.329 0.349 0.467
H 1.649 -4.392 -3.236 0.442
C -4.920 3.315 1.511 -2.036
H 5.233 -0.019 1.015 0.312
C 1.224 -3.249 -1.486 1.158
H 2.559 -1.118 -5.011 0.434
H 1.676 -1.228 3.974 0.254
H -1.772 4.413 2.482 0.342
H -2.634 4.846 1.045 0.350
N -2.999 1.999 1.124 -0.090
H -3.421 4.997 2.560 0.464
H 4.106 -0.487 0.138 0.267
C 2.004 -1.837 -4.411 -1.689
H -5.073 3.730 0.521 0.365
C 2.062 0.127 -2.993 -2.026
C -0.465 2.421 1.034 -1.560
H 0.495 1.864 0.962 0.082
C -3.500 3.050 1.978 1.637
O 3.472 2.464 1.497 -0.646
H -0.579 -4.303 -1.775 0.452
C -1.621 1.521 1.423 2.872
H -5.558 2.427 1.533 0.403
H 1.733 -0.613 -0.165 -0.427
H -0.824 -2.691 -0.996 0.263

32
Properties=species:S:1:pos:R:3:mulliken_charge:R:1 method="wB97M-V/def2-TZVPD" charge=+2 multiplicity=2 lumo_energy_ha="-0.358 / -0.344" orbital_gap_ev="6.756 / 7.135" e_above_lowest_ev=0.278 s2=0.761 energy_ev=-71382.1525
N -3.547 -1.674 0.180 0.008
C 1.103 0.545 -0.253 0.765
O 3.896 3.481 -2.972 -0.561
C 0.527 -3.984 0.923 0.472
C 0.684 1.840 -0.037 -0.024
H -4.106 -1.702 -0.666 0.300
O -1.345 1.228 0.898 -0.531
H 1.018 3.923 -0.431 0.645
S -1.442 -2.477 -1.339 -0.189
H 3.651 1.195 -2.395 0.630
N -0.513 2.125 0.785 0.864
C 1.334 2.906 -0.621 -0.385
C -4.109 -1.260 1.343 -0.106
O 1.765 -2.099 -1.005 -0.651
H -5.159 -1.002 1.317 0.449
C 2.702 -1.071 -1.417 0.383
O 3.723 -1.337 -1.905 -0.340
O -0.553 3.189 1.345 -0.486
N -1.501 -2.002 1.202 -0.141
N 3.041 3.771 -2.162 1.032
C 2.179 0.301 -1.107 0.407
C 2.825 1.364 -1.719 -0.720
C 2.386 2.639 -1.463 -0.377
C -2.256 -2.028 0.107 0.550
H -1.349 -1.529 3.212 0.480
O 2.640 4.882 -1.890 -0.562
O 0.443 -0.507 0.383 -0.649
O 0.608 -4.966 1.436 -0.023
V 0.474 -2.150 0.012 0.971
C -2.015 -1.564 2.358 -0.047
C -3.344 -1.186 2.471 -0.628
H -3.762 -0.850 3.409 0.464

53
Properties=species:S:1:pos:R:3:mulliken_charge:R:1 method="wB97M-V/def2-TZVPD" multiplicity=5 lumo_energy_ha="0.016 / 0.013" orbital_gap_ev="6.424 / 7.812" s2=6.071 energy_ev=-78894.7481
H 0.010 1.529 1.069 -0.175
H -0.483 3.578 -2.132 0.452
C -1.406 1.569 -2.043 1.423
C -1.577 -2.177 -1.340 -1.170
H 1.967 -2.026 -2.761 0.384
C -1.179 0.334 -1.433 -0.050
C 0.842 -1.581 5.084 -0.738
C -2.517 -0.715 -3.149 -0.850
H 2.232 -0.444 -1.985 0.326
H 1.334 1.609 -3.026 0.366
H 1.580 -2.252 5.533 0.345
H 0.703 -0.345 6.838 0.358
H -3.296 0.547 -4.707 0.367
H 0.669 -0.787 -2.846 0.326
H -1.334 3.220 -0.621 0.492
C 1.787 2.212 -2.233 -1.716
Fe 0.106 0.145 0.224 -0.590
H -0.120 -3.423 -0.332 0.418
C -0.456 -0.861 3.129 -0.366
H 1.624 4.366 -0.522 0.406
N 0.911 -1.698 -0.955 0.356
H -0.656 -2.047 1.379 0.342
C -0.742 2.781 -1.432 -1.361
C -1.732 -0.816 -1.984 1.723
C 0.361 -0.502 5.821 -0.406
H 2.662 -1.340 0.170 0.271
H -2.381 2.631 -3.659 0.420
C 1.472 -1.201 -2.222 -1.271
H 1.753 3.269 -2.530 0.537
Cl -2.083 1.335 3.275 -0.218
H 1.000 1.118 1.113 -0.220
H 0.851 -2.613 3.212 0.223
C -0.793 -1.005 1.706 -1.080
H -2.062 -2.166 -0.352 0.298
H 2.615 -2.924 -0.629 0.354
C -0.975 0.190 3.928 0.599
C -0.148 -2.716 -1.170 -0.938
H -2.126 -2.915 -1.935 0.465
C 1.532 3.536 0.201 -1.286
H -0.890 1.238 5.809 0.398
C 2.007 -2.182 -0.087 -1.013
C 0.435 -1.767 3.762 -0.358
H 2.521 3.206 0.568 0.369
C -2.712 0.504 -3.786 -0.888
H 1.610 -2.636 0.833 0.246
H 0.122 -3.299 -2.064 0.485
H -1.841 -0.747 1.519 0.740
H 0.875 3.804 1.045 0.419
H 2.820 1.901 -2.045 0.372
C -0.552 0.382 5.240 -0.566
H -2.972 -1.625 -3.546 0.369
P 0.819 2.146 -0.725 1.314
C -2.186 1.660 -3.206 -0.704

19
Properties=species:S:1:pos:R:3:mulliken_charge:R:1 method="wB97M-V/def2-TZVPD" lumo_energy_ha="-0.015 / -0.019" orbital_gap_ev="7.584 / 6.255" e_above_lowest_ev=8.450 energy_ev=-22233.5912
N 2.477 1.608 0.195 -0.519
S -3.060 1.762 0.672 -0.311
C 1.638 1.842 -0.954 -0.268
C 2.224 0.443 0.504 0.704
C -0.368 -1.877 -1.247 -1.038
C 0.353 1.509 -0.958 -0.533
H 2.097 2.555 -1.675 0.387
H -0.734 -1.273 -1.988 0.359
H -0.241 -1.777 2.329 0.337
C -0.780 -1.127 1.692 -1.359
H -1.591 -1.692 1.207 0.290
H -1.163 -0.303 2.302 0.408
C -0.373 0.779 0.067 1.418
C 0.148 -0.372 0.821 0.536
N 1.495 -0.507 0.794 -0.578
H -0.321 1.701 -1.956 0.208
H -0.873 -2.662 -0.645 0.387
C -1.622 1.229 0.241 -0.723
H 0.696 -1.839 -1.402 0.294

Table of F_max (eV/Å), in record order: 2.0, 2.4, 1.9, 3.8